This record from the Open Molecules 2025 dataset describes a structure of composition C23H32Br2F4O9S at a distorted geometry. The level of theory is the ωB97M-V functional and the def2-TZVPD basis.

```
71
Properties=species:S:1:pos:R:3:mulliken_charge:R:1
C 0.800 5.409 -1.275 -0.85
C -0.106 4.291 -0.421 -0.04
Br -1.076 5.363 1.003 -0.12
C 0.949 3.268 0.300 -0.83
Br 1.488 4.183 2.042 -0.05
C 0.410 1.737 0.518 1.38
C -0.844 1.156 -0.360 -0.97
C -2.329 1.666 0.154 -0.38
C -3.109 0.523 1.071 -0.36
S -3.276 1.085 2.855 -0.24
O -0.029 1.404 1.913 -0.06
C 0.953 0.764 2.822 0.53
O 0.830 0.273 4.058 -0.54
O 2.187 0.749 1.970 -0.38
C 1.801 0.847 0.537 -0.25
C 1.784 -0.699 -0.011 0.62
F 0.773 -1.575 0.691 -0.37
F 1.456 -0.782 -1.454 -0.33
C 3.237 -1.496 0.212 0.19
F 3.372 -2.008 1.627 -0.27
F 4.419 -0.644 -0.054 -0.30
H 0.090 5.768 -2.164 0.37
H 1.724 4.893 -1.821 0.19
H 1.164 6.302 -0.612 0.20
H -0.821 3.808 -1.210 0.42
H 1.945 3.291 -0.356 0.28
H -0.901 -0.010 -0.446 0.19
H -0.715 1.601 -1.460 0.37
H -2.322 2.717 0.677 0.04
H -2.982 1.801 -0.833 0.28
H -4.196 0.419 0.619 0.29
H -2.531 -0.504 0.941 0.23
H -3.122 2.501 2.780 0.14
H 2.743 1.291 -0.021 0.40
H 3.281 -2.411 -0.536 0.24
O -1.831 -6.953 0.811 -0.57
C -0.863 -6.278 0.501 0.59
O -0.936 -5.083 -0.155 -0.30
C 0.384 -4.630 -0.451 0.04
C 1.278 -5.338 0.533 -0.45
C 0.569 -6.653 0.736 -0.58
H 0.619 -4.891 -1.488 0.23
H 0.435 -3.543 -0.339 -0.18
H 2.307 -5.445 0.181 0.37
H 1.301 -4.783 1.479 0.27
H 0.871 -7.397 -0.006 0.26
H 0.715 -7.035 1.749 0.31
O 3.284 5.884 0.568 -0.44
C 4.004 6.216 -0.360 0.42
O 4.002 5.618 -1.588 -0.32
C 5.040 6.185 -2.386 -0.47
C 5.324 7.531 -1.773 -0.51
C 5.044 7.294 -0.310 -0.45
H 5.910 5.520 -2.350 0.27
H 4.703 6.271 -3.423 0.32
H 6.337 7.890 -1.972 0.33
H 4.618 8.273 -2.166 0.28
H 5.925 6.917 0.216 0.27
H 4.657 8.193 0.175 0.29
O -8.131 -7.179 0.353 -0.59
C -7.163 -6.505 0.043 0.47
O -7.236 -5.310 -0.613 -0.34
C -5.916 -4.856 -0.909 -0.48
C -5.022 -5.565 0.075 -0.06
C -5.731 -6.880 0.278 -0.39
H -5.681 -5.118 -1.946 0.28
H -5.865 -3.769 -0.797 0.29
H -3.993 -5.672 -0.277 0.00
H -4.999 -5.010 1.021 0.26
H -5.429 -7.623 -0.464 0.27
H -5.585 -7.262 1.291 0.28
```

- Charge: 0
- Energy: -204580.64321 eV
- Energy relative to the best compared isomer or geometry (same formula, charge and spin): 176.33 kcal/mol
- Max |F|: 10.0 eV/A
- Orbital gap: 8.78 eV

This record from the Open Molecules 2025 dataset describes a structure of composition C2H3N4O at a distorted geometry. The level of theory is the ωB97M-V functional and the def2-TZVPD basis.

```
10
Properties=species:S:1:pos:R:3:mulliken_charge:R:1
C -1.838 -0.231 0.015 0.01
C -0.700 0.402 -0.819 0.10
N 0.715 2.032 -0.137 -0.23
N 1.665 0.497 0.126 0.23
N 1.093 -0.439 -0.210 -0.21
N -0.242 1.580 -0.595 0.35
O -2.811 0.351 0.323 -0.31
H -1.612 -1.288 0.215 0.35
H -0.755 0.022 -1.840 0.37
H 2.557 0.766 0.540 0.33
```

- Charge: +1
- Energy: -10118.04189 eV
- Energy relative to the best compared isomer or geometry (same formula, charge and spin): 108.50 kcal/mol
- Max |F|: 2.9 eV/A
- Orbital gap: 9.42 eV

This record from the Open Molecules 2025 dataset describes an isolated molecule of C4H7N3 at a distorted geometry. The level of theory is the ωB97M-V functional and the def2-TZVPD basis.

```
14
Properties=species:S:1:pos:R:3:mulliken_charge:R:1
H 0.998 1.332 -1.579 0.32
N 1.598 0.584 -1.257 -0.57
C 0.952 -0.137 -0.563 -0.06
N -0.531 -0.171 -0.114 -0.10
C -0.681 1.141 0.434 -0.18
C 0.255 2.146 0.534 -0.90
C -1.023 -1.225 0.438 0.15
N -0.711 -2.529 0.523 -0.60
H 0.115 -2.847 -0.297 0.23
H 1.642 -0.881 0.061 0.32
H -1.719 1.424 0.537 0.33
H 1.338 2.202 0.037 0.42
H -0.356 2.949 0.831 0.24
H -1.536 -0.923 1.293 0.38
```

- SMILES: [H]/N=C\N(C=C)/C=N\[H]
- Charge: 0
- Energy: -8727.06001 eV
- Energy relative to the best compared isomer or geometry (same formula, charge and spin): 106.52 kcal/mol
- Max |F|: 8.7 eV/A
- Orbital gap: 9.87 eV

This record from the Open Molecules 2025 dataset describes a structure of composition C36H52N4OP3SSeTi. The level of theory is the ωB97M-V functional and the def2-TZVPD basis.

```
99
Properties=species:S:1:pos:R:3:lowdin_spin:R:1
Ti -1.143 -0.426 -0.662 1.75
C 2.036 -3.550 3.664 0.00
C 0.824 -4.353 3.216 0.00
N 0.452 -4.132 1.810 0.01
C 0.746 -5.245 0.906 0.00
C 2.237 -5.445 0.684 0.00
C -0.200 -3.012 1.442 0.01
S -0.662 -2.856 -0.220 0.03
N -0.414 -2.163 2.453 0.00
C -1.012 -0.988 2.401 0.01
O -1.414 -0.338 1.391 0.02
C -1.237 -0.329 3.725 0.00
C -0.782 -0.910 4.907 0.00
C -0.963 -0.262 6.118 0.00
C -1.606 0.968 6.159 0.00
C -2.066 1.550 4.985 0.00
C -1.878 0.905 3.773 0.00
H 2.294 -3.809 4.691 0.00
H 1.812 -2.485 3.625 0.00
H 2.905 -3.754 3.036 0.00
H -0.034 -4.114 3.841 0.00
H 1.019 -5.421 3.312 0.00
H 0.243 -5.066 -0.038 0.00
H 0.304 -6.142 1.346 0.00
H 2.691 -4.550 0.257 0.00
H 2.394 -6.270 -0.012 0.00
H 2.759 -5.690 1.610 0.00
H -0.280 -1.866 4.861 0.00
H -0.606 -0.715 7.034 0.00
H -1.752 1.472 7.105 0.00
H -2.569 2.508 5.016 0.00
H -2.214 1.355 2.849 0.00
C -4.496 1.867 -1.529 0.00
P -3.779 0.362 -0.788 0.02
C -4.760 0.173 0.734 0.00
C -4.457 -0.955 -1.881 0.01
C -3.743 -0.955 -3.235 0.01
P -1.960 -1.401 -3.070 0.04
C -2.027 -3.221 -3.209 0.00
C -1.339 -0.944 -4.724 0.01
H -5.576 1.750 -1.634 0.00
H -4.046 2.068 -2.499 0.00
H -4.287 2.727 -0.893 0.00
H -5.829 0.142 0.518 0.00
H -4.558 1.008 1.405 0.00
H -4.464 -0.742 1.247 0.00
H -5.535 -0.819 -2.004 0.00
H -4.309 -1.913 -1.374 0.00
H -3.796 0.034 -3.699 0.00
H -4.220 -1.654 -3.927 0.00
H -2.551 -3.513 -4.121 0.00
H -2.538 -3.644 -2.344 0.00
H -1.019 -3.634 -3.226 0.00
H -1.942 -1.400 -5.511 0.00
H -0.306 -1.274 -4.837 0.00
H -1.375 0.141 -4.832 0.00
C 0.860 4.772 -0.568 0.00
N 0.961 4.412 -1.974 0.00
C 1.750 5.059 -2.901 0.00
C 1.567 4.433 -4.080 0.00
N 0.668 3.410 -3.856 0.00
C 0.153 2.505 -4.868 0.00
C 0.299 3.394 -2.563 0.00
Se -1.041 2.373 -1.769 0.01
H 1.286 5.763 -0.439 0.00
H 1.406 4.054 0.041 0.00
H -0.185 4.776 -0.269 0.00
H 2.365 5.901 -2.640 0.00
H 1.987 4.620 -5.052 0.00
H 0.592 2.772 -5.825 0.00
H -0.931 2.595 -4.922 0.00
H 0.421 1.481 -4.614 0.00
C 2.600 -1.494 -0.018 0.01
P 1.493 -0.046 -0.163 0.03
C 1.632 0.772 1.458 0.00
C 0.870 1.920 1.688 0.00
C 0.884 2.538 2.928 0.00
C 1.638 2.003 3.965 0.00
C 2.382 0.855 3.752 0.00
C 2.383 0.243 2.503 0.00
C 2.514 0.979 -1.275 0.00
C 3.348 2.000 -0.833 0.00
C 4.180 2.664 -1.727 0.00
C 4.197 2.304 -3.065 0.00
C 3.367 1.286 -3.515 0.00
C 2.521 0.638 -2.628 0.00
H 3.609 -1.195 0.268 0.00
H 2.633 -1.983 -0.992 0.00
H 2.205 -2.211 0.701 0.00
H 0.241 2.309 0.895 0.00
H 0.283 3.423 3.096 0.00
H 1.631 2.473 4.940 0.00
H 2.964 0.427 4.559 0.00
H 2.976 -0.649 2.357 0.00
H 3.373 2.260 0.219 0.00
H 4.834 3.450 -1.368 0.00
H 4.861 2.810 -3.755 0.00
H 3.384 0.992 -4.558 0.00
H 1.872 -0.156 -2.985 0.00
```

- Multiplicity: 3
- Charge: +1
- Energy: -173346.74209 eV
- Energy relative to the best compared isomer or geometry (same formula, charge and spin): 4.88 kcal/mol
- Max |F|: 0.5 eV/A
- Orbital gap (spin up / spin down): 7.10 / 8.31 eV

This record from the Open Molecules 2025 dataset describes an isolated molecule of C5H7ClO at a distorted geometry. The level of theory is the ωB97M-V functional and the def2-TZVPD basis.

```
14
Properties=species:S:1:pos:R:3:mulliken_charge:R:1
O -1.948 -1.028 -0.481 -0.55
C -0.851 -0.512 0.286 0.37
C 0.455 -1.164 0.101 -0.54
C 1.414 -0.220 -0.033 0.24
Cl 3.035 -0.614 -0.170 -0.21
C 0.885 1.142 -0.086 -0.44
C -0.598 0.902 -0.100 -0.80
H -2.173 -1.915 -0.199 0.32
H -1.112 -0.578 1.316 0.19
H 0.714 -2.236 0.217 0.31
H 1.150 1.760 0.791 0.23
H 1.116 1.832 -0.938 0.26
H -1.277 1.593 0.433 0.36
H -0.809 1.039 -1.136 0.26
```

- SMILES: O[C@H]1C=C(Cl)CC1
- Charge: 0
- Energy: -19867.48053 eV
- Energy relative to the best compared isomer or geometry (same formula, charge and spin): 10.88 kcal/mol
- Max |F|: 2.9 eV/A
- Orbital gap: 10.02 eV

This record from the Open Molecules 2025 dataset describes the ion C8H14NO5 with charge +1 at a distorted geometry. The level of theory is the ωB97M-V functional and the def2-TZVPD basis.

```
28
Properties=species:S:1:pos:R:3:mulliken_charge:R:1
C 0.901 -1.160 1.474 0.71
C -1.238 0.402 1.491 -0.77
C -1.226 -0.820 0.563 0.24
C -1.353 -0.606 -0.952 -0.45
C -0.176 0.104 -1.767 0.03
C -0.002 1.582 -1.238 -0.65
C 2.083 -2.055 1.622 -1.18
C 0.690 1.818 0.065 -0.11
N -0.025 -1.596 0.785 -0.49
O 1.096 0.098 1.948 -0.30
O -1.862 -1.777 -1.458 -0.54
O -0.415 0.055 -3.158 -0.56
O 0.536 3.019 0.463 -0.41
O 0.065 0.990 1.504 -0.09
H -1.815 1.141 0.931 0.36
H -1.584 0.204 2.406 0.51
H -2.139 -1.420 0.819 0.47
H -2.177 0.209 -1.088 0.29
H 0.833 -0.424 -1.635 0.41
H -0.971 2.083 -1.098 0.37
H 1.987 -2.834 0.954 0.38
H 2.117 -2.499 2.582 0.33
H 3.008 -1.464 1.479 0.34
H 0.586 2.269 -1.942 0.37
H 1.527 1.239 0.216 0.52
H -2.079 -1.697 -2.367 0.38
H 0.368 -0.256 -3.654 0.41
H 1.266 3.392 1.055 0.44
```

- Charge: +1
- Energy: -20238.20747 eV
- Energy relative to the best compared isomer or geometry (same formula, charge and spin): 49.05 kcal/mol
- Max |F|: 5.6 eV/A
- Orbital gap: 10.01 eV

This record from the Open Molecules 2025 dataset describes a cluster of 9 separate species, C28H60Br4N4O13 in total at a distorted geometry. The level of theory is the ωB97M-V functional and the def2-TZVPD basis.

```
109
Properties=species:S:1:pos:R:3:lowdin_spin:R:1
C 5.334 -6.734 6.283 0.00
C 4.736 -5.882 5.195 0.00
O 3.797 -4.993 5.822 0.00
C 3.116 -4.106 5.050 0.00
O 3.339 -3.836 3.860 0.00
O 2.217 -3.409 5.878 0.00
C 1.569 -2.211 5.493 0.00
H 4.441 -7.050 6.821 0.00
H 6.021 -6.324 7.023 0.00
H 5.814 -7.649 5.934 0.00
H 4.143 -6.512 4.532 0.00
H 5.408 -5.355 4.517 0.00
H 0.870 -1.811 6.228 0.00
H 1.124 -2.362 4.509 0.00
H 2.442 -1.576 5.343 0.00
C -3.345 -1.754 -1.759 0.00
C -2.684 -3.012 -1.299 0.00
O -2.301 -2.988 0.136 0.00
C -1.563 -3.894 0.747 0.00
O -1.044 -4.825 0.217 0.00
O -1.584 -3.671 2.045 0.00
C -0.839 -4.474 2.966 0.00
H -4.044 -1.387 -1.007 0.00
H -3.809 -1.956 -2.724 0.00
H -2.678 -0.892 -1.738 0.00
H -1.807 -3.235 -1.907 0.00
H -3.507 -3.727 -1.315 0.00
H -1.041 -5.526 2.763 0.00
H -0.934 -4.288 4.035 0.00
H 0.219 -4.311 2.758 0.00
C -0.753 4.626 -2.985 0.00
C -1.504 3.879 -4.091 0.00
O -1.884 4.729 -5.132 0.00
C -2.836 5.561 -5.071 0.00
O -3.645 5.738 -4.168 0.00
O -2.633 6.317 -6.116 0.00
C -3.411 7.448 -6.286 0.00
H 0.078 5.187 -3.412 0.00
H -0.372 3.839 -2.335 0.00
H -1.307 5.297 -2.328 0.00
H -2.405 3.419 -3.686 0.00
H -0.807 3.097 -4.392 0.00
H -2.941 8.431 -6.266 0.00
H -4.179 7.548 -5.520 0.00
H -3.720 7.474 -7.331 0.00
C -5.127 -0.204 2.000 0.00
O -4.231 -0.820 1.443 0.00
N -5.028 1.010 2.636 0.00
C -6.150 1.584 3.356 0.00
C -3.749 1.629 2.890 0.00
H -6.181 -0.524 2.021 0.00
H -6.185 2.596 2.954 0.00
H -5.948 1.653 4.425 0.00
H -7.159 1.212 3.173 0.00
H -3.679 2.615 2.431 0.00
H -3.460 1.631 3.941 0.00
H -2.914 1.162 2.369 0.00
C -5.817 2.807 -3.085 -0.04
O -6.181 1.837 -3.808 0.36
N -5.128 2.717 -1.907 0.46
C -4.632 3.890 -1.209 0.05
C -4.530 1.475 -1.457 0.06
H -6.171 3.832 -3.273 -0.01
H -5.288 4.732 -1.430 0.00
H -3.624 4.059 -1.587 0.03
H -4.661 3.765 -0.126 0.01
H -4.964 0.586 -1.915 0.00
H -3.459 1.526 -1.651 0.03
H -4.633 1.263 -0.393 0.02
C 5.981 -2.849 -0.880 0.00
O 6.969 -2.545 -1.525 0.00
N 5.720 -2.515 0.439 0.00
C 4.488 -2.996 1.105 0.00
C 6.631 -1.647 1.109 0.00
H 5.202 -3.492 -1.317 0.00
H 3.835 -2.128 1.199 0.00
H 4.691 -3.201 2.156 0.00
H 3.900 -3.828 0.717 0.00
H 6.764 -2.037 2.118 0.00
H 7.604 -1.770 0.633 0.00
H 6.371 -0.597 1.245 0.00
C 1.584 -0.175 -3.197 0.00
O 1.686 0.943 -3.760 0.00
N 2.621 -0.893 -2.675 0.00
C 2.455 -2.284 -2.168 0.00
C 4.038 -0.434 -2.833 0.00
H 0.625 -0.703 -3.073 0.00
H 1.438 -2.423 -1.801 0.00
H 3.105 -2.520 -1.325 0.00
H 2.580 -3.025 -2.958 0.00
H 4.113 0.652 -2.877 0.00
H 4.466 -0.670 -1.859 0.00
H 4.635 -0.899 -3.618 0.00
Br -0.846 1.513 -0.877 0.02
C -0.541 -0.070 0.271 0.00
C 0.878 0.069 0.893 0.00
Br 1.275 -1.517 1.954 0.00
H -0.664 -0.975 -0.324 0.00
H -1.303 -0.040 1.050 0.00
H 0.913 0.920 1.573 0.00
H 1.686 0.082 0.161 0.00
Br 2.325 6.107 -1.773 0.00
C 3.369 4.525 -1.746 0.00
C 2.948 3.839 -0.454 0.00
Br 3.759 1.995 -0.276 0.00
H 4.444 4.692 -1.818 0.00
H 2.994 3.930 -2.578 0.00
H 1.862 3.753 -0.476 0.00
H 3.201 4.342 0.479 0.00
```

- Multiplicity: 2
- Charge: +1
- Energy: -342746.31975 eV
- Energy relative to the best compared isomer or geometry (same formula, charge and spin): 0.00 kcal/mol
- Max |F|: 4.0 eV/A
- Orbital gap (spin up / spin down): 7.04 / 2.23 eV

This record from the Open Molecules 2025 dataset describes an isolated molecule of C17H18F3NO. The level of theory is the ωB97M-V functional and the def2-TZVPD basis.

```
40
Properties=species:S:1:pos:R:3:mulliken_charge:R:1
C -1.946 2.176 -2.929 -1.02
N -1.591 2.443 -1.549 -0.19
C -2.475 1.784 -0.603 -0.82
C -2.062 2.093 0.833 -0.87
C -0.636 1.619 1.169 0.33
O -0.588 0.199 1.249 -0.25
C -0.112 -0.561 0.244 0.62
C 0.005 -1.924 0.543 -0.65
C 0.471 -2.817 -0.395 -0.83
C 0.839 -2.360 -1.656 0.07
C 1.316 -3.320 -2.701 0.96
F 0.319 -3.720 -3.523 -0.26
F 2.258 -2.794 -3.504 -0.27
F 1.840 -4.444 -2.189 -0.28
C 0.719 -1.012 -1.966 -1.19
C 0.250 -0.114 -1.028 0.00
C -0.235 2.179 2.516 -0.04
C 0.471 3.372 2.592 -0.18
C 0.804 3.909 3.823 -0.67
C 0.440 3.255 4.988 -0.40
C -0.260 2.063 4.916 -0.69
C -0.601 1.529 3.686 -0.48
H -2.975 2.474 -3.180 0.36
H -1.846 1.106 -3.115 0.31
H -1.258 2.710 -3.582 0.32
H -1.614 3.446 -1.383 0.24
H -3.530 2.083 -0.741 0.54
H -2.413 0.707 -0.786 0.37
H -2.108 3.171 1.004 0.36
H -2.755 1.608 1.521 0.35
H 0.055 1.990 0.406 0.45
H -0.281 -2.257 1.528 0.44
H 0.558 -3.865 -0.154 0.41
H 0.996 -0.663 -2.949 0.41
H 0.138 0.921 -1.308 0.55
H 0.760 3.882 1.684 0.40
H 1.353 4.838 3.873 0.40
H 0.704 3.673 5.948 0.39
H -0.544 1.548 5.822 0.39
H -1.142 0.598 3.624 0.43
```

- SMILES: CNCC[C@H](Oc1ccc(C(F)(F)F)cc1)c1ccccc1
- Charge: 0
- Energy: -29611.67919 eV
- Energy relative to the best compared isomer or geometry (same formula, charge and spin): 0.00 kcal/mol
- Max |F|: 0.7 eV/A
- Orbital gap: 9.56 eV